1.
{
  "formula": "C26H43Cl2N2O11P2S6SbY",
  "method": "ωB97M-V with the def2-TZVPD basis set",
  "species": ["Y", "C", "C", "C", "O", "P", "O", "C", "P", "O", "O", "C", "C", "C", "O", "C", "C", "C", "O", "C", "C", "C", "H", "H", "H", "H", "H", "H", "H", "H", "H", "H", "H", "H", "H", "H", "H", "H", "H", "H", "H", "H", "H", "H", "H", "H", "H", "H", "H", "H", "H", "H", "S", "Sb", "S", "S", "C", "C", "C", "C", "C", "C", "C", "S", "O", "O", "N", "C", "C", "C", "C", "C", "N", "H", "H", "H", "H", "H", "H", "H", "H", "H", "H", "H", "Cl", "C", "Cl", "H", "H", "O", "S", "O", "O", "S"],
  "xyz": [[-0.07912, -1.76546, -0.64772], [0.99727, -1.10416, 4.84218], [1.53610, -1.49315, 3.47978], [2.55652, -2.61841, 3.53971], [2.13279, -0.30533, 2.88085], [2.23085, -0.23449, 1.27188], [1.43580, -1.34006, 0.70045], [1.56148, 1.41836, 0.88092], [-0.22765, 1.24711, 1.20265], [-0.89041, -0.05430, 0.98366], [-0.22075, 1.35406, 2.85127], [0.08759, 2.51871, 3.60875], [-0.92384, 2.61293, 4.74995], [1.49591, 2.48469, 4.21038], [-0.95935, 2.62114, 0.86230], [-2.19870, 3.01038, 1.49436], [-2.49292, 4.40876, 0.97816], [-3.35376, 2.04665, 1.26006], [3.73703, -0.49665, 0.96935], [4.95589, 0.17444, 1.28279], [5.54432, -0.45042, 2.53988], [4.78457, 1.67948, 1.41675], [0.50622, -1.97268, 5.28237], [0.26046, -0.31183, 4.71871], [1.79914, -0.76475, 5.50370], [0.69744, -1.81522, 2.86226], [3.37075, -2.36875, 4.22599], [2.96801, -2.78967, 2.54446], [2.06379, -3.53500, 3.86501], [1.79624, 1.63373, -0.16172], [1.96809, 2.19093, 1.53007], [0.00638, 3.40097, 2.96106], [-0.91577, 1.66737, 5.29411], [-1.93711, 2.78386, 4.39033], [-0.65000, 3.42062, 5.43148], [1.51618, 1.84376, 5.09264], [1.79313, 3.49487, 4.50075], [2.22123, 2.08739, 3.50838], [-2.02158, 3.06011, 2.57023], [-2.63112, 4.36518, -0.10272], [-1.66035, 5.07842, 1.20244], [-3.39674, 4.79714, 1.44956], [-3.58353, 1.99239, 0.20189], [-4.22502, 2.39007, 1.82183], [-3.07984, 1.04699, 1.59994], [5.59329, -0.03030, 0.42095], [4.87206, -0.27778, 3.38249], [6.52001, -0.00956, 2.75337], [5.66029, -1.52580, 2.40431], [4.17387, 1.91581, 2.29284], [4.30941, 2.05143, 0.50923], [5.76231, 2.14841, 1.53373], [-1.02955, -6.62885, -0.24851], [-1.77886, -4.47889, -0.62790], [-1.26086, -3.11067, 1.26758], [-0.42256, -3.59622, -2.41366], [-1.79227, 0.11645, -8.01591], [-1.47272, 0.35292, -6.56208], [-1.70555, 1.58635, -5.96313], [-1.50378, 1.75981, -4.60404], [-1.06066, 0.70380, -3.81412], [-0.76503, -0.51118, -4.41435], [-0.96280, -0.67370, -5.77656], [-1.32985, 0.89753, -2.03397], [-0.16407, 1.23966, -1.23578], [-2.31739, 1.96617, -2.01016], [-1.88370, -0.53472, -1.57342], [-3.19659, -0.90894, -1.71029], [-4.23174, -0.16515, -2.33437], [-5.52481, -0.62928, -2.27416], [-5.80099, -1.85074, -1.66510], [-4.72138, -2.56443, -1.18567], [-3.47262, -2.11908, -1.20193], [-2.73318, 0.60055, -8.28288], [-1.88135, -0.95139, -8.21208], [-1.01128, 0.51631, -8.66771], [-2.07548, 2.41632, -6.55635], [-1.72359, 2.70352, -4.12442], [-0.38535, -1.33581, -3.83644], [-0.73588, -1.63651, -6.21866], [-3.99900, 0.76214, -2.82706], [-6.32496, -0.04077, -2.70947], [-6.80766, -2.24067, -1.59131], [-4.84513, -3.55942, -0.76393], [1.56201, -4.12669, 0.17742], [2.22832, -5.05518, -1.16606], [3.76537, -5.81536, -0.72860], [2.41163, -4.35408, -1.97121], [1.51561, -5.83410, -1.41413], [2.60815, -1.31544, -3.76368], [2.36961, -1.02198, -2.36005], [0.89263, -0.79701, -2.13484], [2.76669, -2.11235, -1.46603], [3.33375, 0.66468, -1.93304]],
  "forces_ev_per_angstrom": [[-2.18, -0.63, 0.91], [0.06, 0.10, -0.22], [-0.06, -0.28, 0.27], [-0.05, 0.27, -0.15], [-0.01, 0.12, -0.44], [0.65, -0.34, 1.17], [1.76, 1.09, 1.46], [-0.31, -0.54, -0.08], [-0.41, 0.52, 1.75], [0.26, 0.59, -0.06], [-0.08, -0.02, -0.05], [0.11, 0.20, 0.15], [0.04, -0.05, -0.14], [-0.11, -0.09, -0.12], [0.25, -0.30, -0.31], [-0.36, 0.27, 0.27], [0.15, -0.19, -0.07], [0.49, -0.13, -0.04], [-0.29, 0.23, 0.02], [0.26, 0.20, 0.16], [-0.13, -0.04, -0.15], [-0.13, -0.27, -0.15], [0.02, 0.00, 0.05], [-0.01, 0.00, 0.07], [0.00, -0.02, 0.01], [0.01, 0.09, -0.13], [-0.01, -0.02, 0.02], [0.01, -0.11, 0.02], [0.03, -0.02, 0.02], [-0.04, -0.11, -0.16], [-0.02, -0.07, 0.02], [0.02, -0.03, 0.03], [0.01, 0.03, 0.06], [-0.01, -0.03, 0.09], [-0.01, 0.00, 0.02], [0.04, -0.03, -0.01], [-0.02, -0.01, 0.04], [0.06, 0.03, 0.03], [-0.01, 0.03, -0.24], [-0.02, 0.04, -0.01], [-0.02, 0.01, -0.03], [-0.03, 0.00, -0.01], [-0.10, -0.03, -0.22], [0.01, 0.03, -0.03], [-0.10, -0.02, 0.00], [-0.06, 0.00, -0.02], [0.05, 0.01, 0.04], [0.00, 0.00, 0.02], [0.01, 0.00, 0.02], [0.04, 0.06, 0.00], [0.01, 0.13, 0.02], [-0.01, 0.02, 0.01], [-0.20, -0.18, 0.00], [0.29, -0.47, 0.06], [-0.98, -0.98, 0.34], [-1.02, -1.16, -0.35], [0.10, 0.09, 0.09], [0.03, -0.14, -0.02], [0.08, 0.05, 0.01], [0.10, 0.12, 0.11], [-0.15, 0.07, -0.01], [0.15, -0.02, 0.09], [-0.04, 0.11, 0.00], [-0.96, 0.54, -0.35], [-0.12, -0.20, -0.57], [-0.25, -0.07, 0.23], [0.14, 1.09, -0.36], [-0.36, -0.15, -0.25], [0.25, 0.02, 0.10], [0.03, -0.09, 0.02], [-0.11, 0.01, -0.03], [0.06, 0.01, 0.03], [0.07, 0.10, -0.03], [0.00, -0.02, -0.06], [-0.01, 0.00, -0.06], [-0.01, 0.00, -0.01], [-0.03, -0.01, -0.01], [-0.09, 0.00, -0.08], [-0.10, -0.08, 0.07], [-0.04, -0.01, -0.01], [-0.02, 0.12, 0.02], [0.02, 0.00, -0.04], [0.02, -0.02, -0.02], [-0.06, 0.02, 0.02], [0.60, -0.86, 0.47], [-0.24, 0.31, -0.11], [0.36, -0.22, 0.10], [0.00, 0.01, -0.01], [-0.04, 0.03, 0.01], [-0.34, -0.12, -0.01], [1.45, -0.40, -1.38], [1.55, 1.11, -1.91], [-0.05, 0.19, -0.18], [0.15, 0.52, 0.16]],
  "lowdin_charge": [0.687, -0.036, -0.427, -0.039, -0.194, 0.542, -0.445, -0.208, 0.569, -0.345, -0.202, -0.461, -0.043, -0.042, -0.180, -0.437, -0.036, -0.023, -0.184, -0.434, -0.045, -0.054, 0.087, 0.058, 0.080, 0.084, 0.077, 0.063, 0.090, -0.001, 0.063, 0.133, 0.080, 0.067, 0.082, 0.075, 0.083, 0.039, 0.085, 0.086, 0.077, 0.078, 0.071, 0.083, 0.082, 0.140, 0.073, 0.076, 0.085, 0.066, 0.057, 0.083, -0.291, 0.245, -0.104, 0.008, -0.065, -0.283, -0.057, -0.066, -0.219, -0.042, -0.017, 0.658, -0.382, -0.341, -0.186, -0.360, -0.020, -0.100, -0.108, -0.186, 0.028, 0.069, 0.069, 0.074, 0.102, 0.104, 0.033, 0.117, 0.087, 0.094, 0.082, 0.081, 0.511, -1.015, 0.476, -0.004, -0.025, -0.418, 0.031, -0.642, -0.472, 0.269],
  "charge": -2,
  "spin_multiplicity": 2,
  "orbital_gap_ev": [5.6979, 5.8853],
  "s2": 0.762
}



2.
{
  "formula": "C26H43Cl3N3O3SiSm",
  "method": "ωB97M-V with the def2-TZVPD basis set",
  "species": ["C", "C", "H", "H", "H", "C", "C", "H", "H", "H", "H", "Sm", "Cl", "Cl", "C", "O", "N", "C", "C", "H", "H", "H", "H", "H", "H", "H", "H", "H", "C", "C", "N", "H", "C", "O", "H", "H", "H", "H", "O", "C", "C", "C", "H", "C", "H", "C", "H", "C", "C", "H", "H", "H", "Si", "Cl", "C", "C", "C", "H", "H", "H", "H", "H", "H", "H", "H", "H", "C", "C", "C", "C", "N", "C", "C", "H", "H", "H", "H", "H", "H", "H"],
  "xyz": [[1.67683, -0.87620, -4.11400], [1.19415, 0.48764, -3.72223], [1.80434, -0.97006, -5.20034], [0.93345, -1.60857, -3.76811], [2.63045, -1.10445, -3.61548], [0.56331, 1.31353, -4.57723], [0.34325, 1.03430, -6.03204], [0.23165, 2.29511, -4.23857], [0.26652, -0.03665, -6.24908], [1.15284, 1.44008, -6.65635], [-0.58530, 1.50859, -6.37624], [0.28123, -0.58507, 0.71451], [2.78645, -1.04869, 1.07765], [-1.45546, -2.49112, 0.77212], [0.81320, 2.62743, 1.51355], [0.07955, 1.61466, 1.67491], [0.39621, 3.88398, 1.66009], [-0.99970, 4.18296, 1.97029], [1.31195, 5.01320, 1.55235], [1.86887, 2.48760, 1.22252], [-1.53754, 3.24472, 2.11192], [-1.45246, 4.75397, 1.14806], [-1.03760, 4.80701, 2.87113], [2.29883, 4.64888, 1.24877], [1.39080, 5.53509, 2.51669], [0.95574, 5.73482, 0.80546], [-1.21658, -0.84145, -2.81573], [-2.33510, 1.88314, -3.54321], [-2.22155, -0.84658, -2.36088], [-3.14276, 1.37708, -2.99255], [-2.59954, 0.50602, -1.95718], [-2.21042, -1.52371, -1.49609], [-2.60981, 0.91782, -0.66588], [-1.96500, 0.38242, 0.24781], [-3.77593, 2.13433, -2.51652], [-3.23804, 1.81142, -0.47604], [-2.95148, -1.18606, -3.10967], [-3.73706, 0.78021, -3.69252], [0.67453, 0.03171, -1.43338], [1.43077, 0.83850, -2.24662], [-0.08472, 2.84648, -1.84496], [1.20916, 2.34032, -1.91915], [-0.91493, 2.13062, -1.86917], [-0.31154, 4.22345, -1.84937], [2.50477, 0.62474, -2.05459], [2.29032, 3.22058, -1.80896], [-1.34584, 4.57678, -1.82368], [0.76723, 5.10957, -1.90617], [2.07472, 4.60752, -1.85494], [3.29382, 2.78481, -1.75779], [0.57297, 6.17851, -2.04507], [2.92221, 5.29913, -1.84604], [0.59391, -5.24583, 0.02321], [0.99015, -3.49774, -1.14220], [-1.15971, -5.64018, 0.54051], [1.62808, -4.91862, 1.56598], [1.06566, -6.76526, -1.00229], [-1.80470, -4.75334, 0.56515], [-1.16763, -6.05199, 1.55577], [-1.61440, -6.38577, -0.12359], [0.28422, -6.95617, -1.75423], [1.12265, -7.65756, -0.34617], [2.03015, -6.65772, -1.51143], [1.57649, -3.85734, 1.88286], [2.68547, -5.14126, 1.35628], [1.29705, -5.54623, 2.40954], [-0.69590, -1.56808, 7.65106], [-0.50817, -1.42236, 6.16937], [0.28299, -0.39995, 5.63885], [0.42286, -0.30048, 4.24934], [-0.20574, -1.11945, 3.38367], [-0.99005, -2.08043, 3.90981], [-1.13964, -2.29108, 5.27854], [0.26524, -1.67772, 8.17106], [-1.20153, -0.68898, 8.07754], [-1.30700, -2.45156, 7.86261], [0.78179, 0.32699, 6.27894], [1.06670, 0.46637, 3.80694], [-1.52644, -2.70925, 3.20075], [-1.76426, -3.10915, 5.63014]],
  "forces_ev_per_angstrom": [[-0.03, -0.12, 0.06], [-0.43, 1.06, -0.19], [0.00, -0.07, 0.37], [0.30, -0.07, -0.09], [-0.28, -0.01, -0.14], [0.58, -0.29, 0.43], [-0.30, -0.10, -0.36], [0.15, -0.19, 0.00], [-0.01, 0.23, 0.02], [-0.12, -0.04, 0.15], [0.16, -0.10, 0.02], [-0.34, 0.20, -1.25], [0.29, 0.14, 0.29], [-0.46, -0.16, 0.11], [-0.52, -0.81, -0.02], [0.89, 1.26, -0.12], [0.03, -0.25, -0.01], [0.13, 0.11, -0.07], [0.07, 0.06, 0.00], [-0.24, 0.28, 0.13], [0.06, 0.17, 0.04], [0.15, -0.18, 0.10], [-0.06, -0.22, -0.08], [-0.22, 0.13, 0.06], [0.00, -0.21, -0.16], [0.05, -0.31, 0.12], [-0.36, -0.02, 0.21], [-0.20, -0.19, 0.07], [0.66, -0.09, -0.19], [0.02, -0.03, 0.21], [-0.79, 0.30, 0.70], [-0.03, 0.32, -0.25], [0.85, -0.79, -0.27], [-0.86, 0.68, -0.71], [0.07, -0.07, -0.21], [0.27, -0.19, -0.11], [0.13, 0.03, 0.28], [0.05, 0.20, 0.12], [-0.75, -0.37, 1.32], [0.40, 0.41, 0.45], [-0.23, 0.04, -0.14], [0.30, -0.58, -0.43], [0.51, 0.43, 0.02], [-0.01, -0.29, 0.20], [-0.06, 0.23, -0.12], [-0.19, 0.14, -0.31], [0.34, 0.09, -0.11], [0.01, -0.05, -0.19], [-0.12, -0.16, 0.24], [-0.25, 0.34, -0.16], [0.20, -0.35, 0.25], [-0.27, -0.25, -0.03], [0.16, -0.07, 0.34], [-0.18, -0.74, -0.03], [-0.64, 0.31, -0.23], [0.18, 0.02, -0.03], [0.32, 0.09, 0.14], [0.20, -0.48, -0.07], [0.19, -0.01, -0.08], [0.13, 0.11, 0.07], [0.26, 0.11, 0.20], [-0.07, 0.45, -0.24], [-0.16, -0.06, 0.05], [-0.05, -0.53, -0.25], [-0.23, 0.10, 0.13], [0.11, 0.13, -0.29], [-0.05, -0.07, 0.27], [0.01, 0.08, -0.06], [-0.04, -0.04, -0.73], [-0.15, -0.28, 0.34], [0.00, 0.20, 0.58], [0.15, 0.02, 0.03], [0.25, 0.49, -0.28], [-0.21, 0.03, -0.15], [0.13, -0.22, -0.15], [0.12, 0.18, 0.07], [-0.08, -0.24, -0.10], [-0.24, -0.27, 0.18], [0.26, 0.19, 0.08], [0.10, 0.19, -0.04]],
  "lowdin_charge": [-0.043, -0.233, 0.071, 0.072, 0.092, -0.117, -0.105, 0.094, 0.064, 0.080, 0.067, 1.119, -0.239, 0.039, -0.258, -0.187, -0.154, -0.011, -0.038, 0.152, 0.092, 0.093, 0.095, 0.093, 0.094, 0.084, 0.080, 0.082, -0.028, -0.045, -0.175, 0.030, -0.292, -0.180, 0.088, 0.148, 0.093, 0.090, -0.410, -0.400, -0.059, -0.173, 0.087, -0.088, 0.135, -0.031, 0.103, -0.118, -0.092, 0.120, 0.103, 0.104, 0.175, 0.254, -0.246, -0.222, -0.224, -0.076, 0.033, 0.026, 0.028, 0.038, 0.021, -0.002, 0.032, 0.030, -0.050, -0.272, -0.019, -0.133, -0.032, -0.149, -0.015, 0.087, 0.089, 0.076, 0.115, 0.095, 0.037, 0.114],
  "relative_energy_kcal_mol": 15.2,
  "charge": 0,
  "spin_multiplicity": 6,
  "orbital_gap_ev": [8.5678, 8.5922],
  "s2": 8.758
}



> Which formula does entry 1 have?

C26H43Cl2N2O11P2S6SbY